Density functional theory data (ωB97M-V/def2-TZVPD) for C22H50LuN3P3S as an isolated structure.

Properties
relative energy (zero: lowest compared OMol25 entry of this formula, charge and spin)	1.963	eV
HOMO (spin up / spin down)	-0.5584 / -0.5584	hartree
max |F|	5.6	eV/Å

ORCA input file:
```
! wB97M-V def2-TZVPD RIJCOSX def2/J DEFGRID3
* xyz 3 1
Lu -0.377 -1.226 -0.132
P -1.006 1.414 0.981
P -3.231 -1.015 -0.654
P 4.266 1.639 -1.613
H 0.508 -2.129 -2.505
C 1.159 -1.880 -1.672
C 1.105 -2.799 -0.595
H 0.548 -3.735 -0.766
C -0.854 2.839 -0.158
C -2.523 1.935 1.867
C 0.222 1.880 2.263
C -4.131 -2.483 -1.341
C -4.466 -0.611 0.655
C -3.685 0.278 -1.903
C 5.980 1.688 -2.104
C 4.033 0.700 -0.089
C 3.541 3.285 -1.441
H 2.099 -1.431 -2.012
H 1.982 -2.860 0.071
H -0.964 3.766 0.422
H -1.615 2.773 -0.945
H 0.119 2.820 -0.667
H -2.321 2.897 2.356
H -2.798 1.205 2.638
H -3.352 2.057 1.159
H -0.131 2.779 2.780
H 1.202 2.062 1.809
H 0.343 1.076 3.000
H -4.754 -2.942 -0.570
H -3.397 -3.217 -1.685
H -4.780 -2.160 -2.158
H -5.398 -0.271 0.182
H -4.122 0.179 1.327
H -4.667 -1.496 1.270
H -4.615 -0.049 -2.396
H -2.906 0.400 -2.670
H -3.835 1.249 -1.404
H 6.332 2.714 -2.116
H 6.092 1.275 -3.107
H 6.578 1.120 -1.395
H 4.801 1.002 0.640
H 4.187 -0.365 -0.321
H 3.040 0.853 0.368
H 4.332 4.045 -1.588
H 3.088 3.410 -0.440
H 2.767 3.430 -2.222
C -0.205 0.759 -3.406
C -0.458 2.024 -3.985
C -1.388 2.138 -4.989
C -1.922 1.003 -5.611
C -1.611 -0.271 -5.096
C -0.898 -0.374 -3.907
S 0.999 0.816 -2.190
H 3.395 1.018 -2.562
H 0.056 2.896 -3.557
H -1.663 3.152 -5.303
H -2.594 1.082 -6.471
H -1.985 -1.168 -5.625
H -0.831 -1.330 -3.371
C 3.018 -1.751 3.223
N 1.647 -1.801 3.739
C 1.439 -2.463 5.027
C 0.648 -1.557 2.895
N 0.907 -1.021 1.682
N -0.637 -1.926 3.212
C -1.272 -1.453 4.457
C -1.534 -2.033 2.052
H 3.688 -2.060 4.028
H 3.258 -0.719 2.912
H 3.160 -2.440 2.370
H 1.134 -1.726 5.790
H 0.682 -3.260 4.949
H 2.392 -2.916 5.318
H 1.863 -0.650 1.635
H -2.290 -1.125 4.229
H -1.323 -2.266 5.190
H -0.727 -0.596 4.896
H -1.604 -1.000 1.609
H -1.180 -2.846 1.375
H -2.560 -2.238 2.367
*
```



Density functional theory data (ωB97M-V/def2-TZVPD) for C4H9NO2 in the gas phase.

Properties
relative energy (zero: lowest compared OMol25 entry of this formula, charge and spin)	2.837	eV
HOMO	-0.3515	hartree
max |F|	0.9	eV/Å
SMILES	C/N=C\OCCO

ORCA input file:
```
! wB97M-V def2-TZVPD RIJCOSX def2/J DEFGRID3
* xyz 0 1
C -1.396 1.745 -0.415
N -1.943 0.391 -0.387
C -1.514 -0.749 -0.096
O -0.271 -1.281 0.351
C 0.861 -1.087 -0.492
C 1.872 -0.202 0.232
O 1.181 0.726 1.028
H -0.398 1.846 0.021
H -1.397 2.123 -1.448
H -2.103 2.403 0.111
H -2.122 -1.642 -0.115
H 1.309 -2.055 -0.746
H 0.514 -0.605 -1.406
H 2.560 -0.789 0.851
H 2.475 0.327 -0.509
H 0.433 0.198 1.364
*
```



Density functional theory data (ωB97M-V/def2-TZVPD) for a 2-piece molecular cluster, C5H13NO overall.

Properties
relative energy (zero: lowest compared OMol25 entry of this formula, charge and spin)	2.948	eV
HOMO	-0.2951	hartree
max |F|	6.4	eV/Å
SMILES	CN1CCCC1.O

ORCA input file:
```
! wB97M-V def2-TZVPD RIJCOSX def2/J DEFGRID3
* xyz 0 1
C -0.964 0.522 -0.746
N -0.207 -0.247 0.394
C -0.282 0.306 1.743
C 1.212 0.344 2.340
C 2.080 0.176 0.957
C 1.149 -0.625 0.015
H -2.147 0.400 -0.718
H -0.807 -0.092 -1.694
H -0.504 1.617 -0.852
H -0.663 1.351 1.698
H -1.025 -0.103 2.456
H 1.307 -0.532 2.960
H 1.467 1.226 2.736
H 3.097 -0.368 1.137
H 2.335 1.153 0.504
H 1.114 -0.284 -1.093
H 1.243 -1.743 0.132
O -2.735 -0.757 -4.113
H -2.105 -1.148 -3.615
H -3.566 -1.197 -4.240
*
```



Density functional theory data (ωB97M-V/def2-TZVPD) for C22H51BCdN4O2Si2 as an isolated structure.

Properties
relative energy (zero: lowest compared OMol25 entry of this formula, charge and spin)	0.322	eV
HOMO	-0.3124	hartree
max |F|	2.4	eV/Å

ORCA input file:
```
! wB97M-V def2-TZVPD RIJCOSX def2/J DEFGRID3
* xyz 0 1
O -0.820 -2.355 -1.392
O -2.191 -0.524 -2.737
C 0.287 -3.250 -1.419
C 0.541 -4.101 -0.189
H 1.171 -2.635 -1.643
H 0.124 -3.897 -2.293
H 0.819 -3.504 0.688
H 1.387 -4.762 -0.406
H -0.312 -4.740 0.058
C -1.688 -2.349 -0.232
C -2.909 -3.188 -0.492
H -1.957 -1.295 -0.069
H -1.139 -2.691 0.663
H -3.525 -2.726 -1.269
H -3.503 -3.265 0.423
H -2.635 -4.203 -0.798
C -3.320 0.344 -2.842
C -1.900 -1.214 -3.966
C -4.041 0.411 -1.519
H -4.011 -0.020 -3.621
H -2.966 1.343 -3.151
H -4.421 -0.573 -1.225
H -4.899 1.085 -1.616
H -3.394 0.786 -0.719
C -2.685 -2.494 -4.066
H -0.819 -1.399 -3.962
H -2.138 -0.554 -4.821
H -2.435 -3.144 -3.222
H -2.432 -3.005 -4.996
H -3.761 -2.288 -4.079
H -0.788 -0.431 -1.523
Cd 0.845 1.529 1.296
C -0.116 0.395 -1.067
Si 0.739 1.365 -2.458
H -0.800 1.008 -0.464
H 0.622 -0.153 -0.460
C 1.762 0.072 -3.366
C 1.762 2.826 -1.844
C -0.492 2.098 -3.678
C 2.760 0.620 0.810
Si 4.072 1.309 1.952
H 3.036 0.745 -0.246
H 2.627 -0.466 0.963
C 5.031 2.634 1.009
C 5.211 -0.067 2.552
C 3.348 2.127 3.495
H 0.035 2.771 -4.369
H -1.267 2.679 -3.162
H -0.989 1.325 -4.278
H 2.742 -0.066 -2.890
H 1.924 0.394 -4.405
H 1.250 -0.902 -3.383
H 2.215 2.679 -0.854
H 1.126 3.721 -1.799
H 2.582 3.025 -2.552
H 5.483 -0.735 1.722
H 4.714 -0.671 3.326
H 6.138 0.339 2.982
H 3.012 1.373 4.220
H 2.490 2.784 3.278
H 4.123 2.744 3.977
H 5.803 3.079 1.653
H 4.362 3.441 0.677
H 5.525 2.213 0.123
B -0.868 1.657 4.431
N -0.193 0.259 4.173
C -0.097 -0.773 5.035
C 0.577 -1.811 4.397
C 0.873 -1.340 3.108
N 0.380 -0.087 2.969
N -1.758 1.928 3.163
C -3.100 2.023 3.096
C -3.463 2.316 1.780
C -2.259 2.387 1.062
N -1.223 2.131 1.901
H -0.064 2.526 4.628
H -1.614 1.528 5.379
H -0.509 -0.708 6.034
H 0.833 -2.767 4.811
H 1.438 -1.848 2.334
H -3.715 1.880 3.976
H -4.452 2.463 1.385
H -2.099 2.639 0.015
*
```



Density functional theory data (ωB97M-V/def2-TZVPD) for a 2-piece molecular cluster, C9H15BrN4 overall.

Properties
relative energy (zero: lowest compared OMol25 entry of this formula, charge and spin)	1.945	eV
HOMO	-0.3279	hartree
max |F|	5.9	eV/Å
SMILES	C=C/C=C(\Br)NN.CC1(C)C=CN=N1

ORCA input file:
```
! wB97M-V def2-TZVPD RIJCOSX def2/J DEFGRID3
* xyz 0 1
C 2.962 -1.476 -2.284
C 3.113 -2.076 -1.112
C 2.130 -1.926 -0.115
C 1.857 -0.752 0.416
Br 3.034 0.827 0.074
N 0.961 -0.527 1.387
N 1.183 -1.309 2.645
H 2.113 -0.957 -2.551
H 3.669 -1.510 -3.187
H 3.901 -2.799 -0.949
H 1.603 -2.838 0.119
H 1.004 0.457 1.615
H 2.137 -0.961 3.041
H 1.136 -2.224 2.393
C -3.251 0.299 -0.703
C -2.175 1.215 -0.122
C -2.598 1.404 1.324
C -0.766 0.862 -0.480
C -0.186 1.974 -0.957
N -1.167 2.993 -0.974
N -2.276 2.542 -0.668
H -4.197 0.766 -0.362
H -3.114 -0.673 -0.269
H -3.246 0.258 -1.773
H -2.925 0.512 1.787
H -3.613 1.972 1.407
H -1.753 1.938 1.675
H -0.365 -0.113 -0.225
H 0.829 2.121 -1.154
*
```



Density functional theory data (ωB97M-V/def2-TZVPD) for a 2-piece molecular cluster, C5H13NO overall.

Properties
relative energy (zero: lowest compared OMol25 entry of this formula, charge and spin)	2.321	eV
HOMO	-0.3372	hartree
max |F|	2.4	eV/Å
SMILES	C=C(C)CCN.O

ORCA input file:
```
! wB97M-V def2-TZVPD RIJCOSX def2/J DEFGRID3
* xyz 0 1
C -1.088 1.007 2.287
C -0.157 0.225 1.777
C 0.951 -0.232 2.671
C -0.048 -0.309 0.400
C 1.122 0.362 -0.317
N 0.653 1.323 -1.310
H -1.258 1.281 3.327
H -1.696 1.642 1.657
H 0.744 -0.277 3.735
H 1.789 0.435 2.440
H 1.276 -1.262 2.556
H -0.976 -0.286 -0.241
H 0.004 -1.431 0.352
H 1.798 0.795 0.425
H 1.938 -0.324 -0.689
H 0.135 2.070 -0.848
H 1.500 1.614 -1.763
O -1.556 -2.036 -4.252
H -0.743 -2.118 -3.688
H -1.172 -1.507 -4.967
*
```